This record from the OMol25 dataset describes a molecular structure, C41H44ClIN8O8PPb. The level of theory is ωB97M-V/def2-TZVPD.

The geometry in XYZ format:
```
105
Properties=species:S:1:pos:R:3:lowdin_charge:R:1
Pb -0.527 0.311 1.468 1.470
Cl 3.426 3.131 7.321 0.591
C 2.281 2.300 6.284 -0.684
C 2.093 0.914 6.427 -0.111
C 1.189 0.262 5.637 -0.030
C 0.428 0.923 4.618 -0.412
O -0.437 0.270 3.948 -0.213
C 0.680 2.327 4.471 -0.141
C 0.055 3.165 3.473 -0.085
N -0.430 2.779 2.355 0.032
C -0.942 3.720 1.438 -0.217
C -0.511 5.012 1.325 -0.016
C -1.050 5.886 0.354 -0.072
C -2.024 5.468 -0.499 -0.044
C -2.496 4.133 -0.418 -0.152
C -3.521 3.631 -1.249 -0.016
C -3.949 2.345 -1.103 -0.047
C -3.310 1.528 -0.149 -0.137
N -2.337 1.953 0.614 0.042
C -1.941 3.254 0.530 -0.166
C 1.573 2.987 5.343 -0.091
H 2.664 0.376 7.174 0.100
H 1.023 -0.803 5.745 0.087
H 0.027 4.232 3.725 0.124
H 0.283 5.370 1.968 0.107
H -0.674 6.899 0.294 0.101
H -2.443 6.133 -1.245 0.107
H -3.958 4.284 -1.997 0.114
H -4.744 1.938 -1.713 0.103
H -3.600 0.492 -0.018 0.094
H 1.719 4.057 5.237 0.106
O -4.375 -4.178 4.712 0.132
C -3.659 -3.410 4.120 -0.256
C -2.438 -3.780 3.280 -0.267
O -1.958 -4.884 3.160 0.119
C -1.985 -2.526 2.593 -0.295
C -2.907 -1.421 2.950 -0.277
O -2.908 -0.328 2.388 -0.007
C -3.851 -1.897 4.018 -0.257
O -4.602 -1.227 4.685 0.136
O -1.057 -2.415 1.795 -0.076
I 2.137 -2.818 3.337 0.958
C 3.167 -1.104 2.711 -0.778
C 4.552 -1.138 2.660 -0.148
C 5.204 0.020 2.259 -0.072
C 4.459 1.143 1.947 -0.051
C 3.080 1.064 2.044 -0.136
N 2.440 -0.050 2.406 0.007
H 5.091 -2.035 2.931 0.085
H 6.285 0.037 2.191 0.105
H 4.923 2.059 1.611 0.108
H 2.454 1.916 1.816 0.091
O 2.725 2.086 -0.634 -0.168
N 1.668 2.697 -0.832 -0.249
O 0.625 2.092 -0.432 -0.281
N -0.960 -0.546 -0.799 -0.157
P -0.312 -1.144 -2.117 0.599
N -0.269 -0.056 -3.361 -0.207
C -0.909 1.261 -3.211 -0.214
C -0.101 2.322 -3.939 -0.179
C 0.058 1.943 -5.411 -0.206
C 0.705 0.564 -5.528 -0.191
C -0.090 -0.479 -4.748 -0.216
N -1.211 -2.414 -2.739 -0.177
C -2.637 -2.093 -2.976 -0.199
C -3.501 -2.276 -1.726 -0.186
C -3.345 -3.692 -1.173 -0.191
C -1.869 -3.999 -0.916 -0.178
C -1.067 -3.776 -2.194 -0.193
N 1.223 -1.760 -1.956 -0.170
C 1.517 -2.323 -0.607 -0.223
C 2.709 -3.263 -0.693 -0.186
C 3.932 -2.513 -1.216 -0.200
C 3.601 -1.847 -2.549 -0.181
C 2.380 -0.947 -2.409 -0.184
H -0.983 1.492 -2.152 0.068
H -1.926 1.227 -3.637 0.114
H 0.878 2.403 -3.458 0.105
H -0.600 3.289 -3.836 0.112
H 0.654 2.688 -5.944 0.105
H -0.931 1.917 -5.885 0.108
H 1.721 0.616 -5.127 0.103
H 0.775 0.255 -6.575 0.108
H 0.412 -1.446 -4.763 0.111
H -1.073 -0.611 -5.225 0.117
H -2.991 -2.757 -3.771 0.118
H -2.704 -1.067 -3.345 0.098
H -4.546 -2.059 -1.961 0.111
H -3.156 -1.557 -0.976 0.077
H -3.740 -4.410 -1.903 0.109
H -3.923 -3.810 -0.254 0.108
H -1.740 -5.025 -0.566 0.120
H -1.494 -3.334 -0.135 0.072
H -1.433 -4.458 -2.970 0.119
H -0.006 -3.979 -2.060 0.096
H 0.643 -2.831 -0.202 0.086
H 1.754 -1.503 0.083 0.093
H 2.465 -4.085 -1.375 0.111
H 2.901 -3.686 0.294 0.076
H 4.784 -3.189 -1.318 0.106
H 4.209 -1.737 -0.493 0.107
H 3.403 -2.617 -3.304 0.112
H 4.442 -1.243 -2.898 0.111
H 2.143 -0.475 -3.356 0.083
H 2.587 -0.152 -1.688 0.105
```

Results
E_HOMO (spin up / spin down) = -4.86 / -4.87 eV
2S+1 = 1
electronic energy = -3920.87035 Ha
charge = -1